A cluster of 11 separate species, C24H65F3N5O32P5 in total. Source: OMol25; level of theory: the ωB97M-V functional and the def2-TZVPD basis.

Structure (XYZ):
```
134
C24H65F3N5O32P5 the ωB97M-V functional and the def2-TZVPD basis
C 1.077 -3.132 -2.395
N 2.406 -2.881 -1.963
O 2.586 -2.377 -0.785
O 3.283 -2.969 -2.779
H 1.228 -3.760 -3.273
H 0.626 -2.147 -2.509
H 0.578 -3.652 -1.576
C -6.195 -0.251 2.382
N -4.708 -0.124 2.100
O -3.932 -0.828 2.804
O -4.243 0.665 1.303
H -6.627 0.677 2.007
H -6.349 -0.173 3.458
H -6.604 -1.158 1.937
C -6.072 -0.194 -1.187
N -7.531 -0.626 -1.260
O -8.092 -0.617 -2.311
O -8.004 -1.135 -0.295
H -5.656 -0.768 -2.014
H -5.643 -0.498 -0.232
H -5.932 0.887 -1.213
C -0.537 5.307 0.722
N -0.662 6.227 1.886
O 0.162 6.067 2.790
O -1.572 7.126 1.833
H 0.114 5.907 0.086
H -1.502 5.191 0.229
H -0.210 4.337 1.096
C -6.342 5.740 -2.122
N -5.589 4.964 -1.052
O -5.851 5.204 0.114
O -4.842 3.988 -1.399
H -6.864 5.095 -2.830
H -5.642 6.311 -2.731
H -7.105 6.380 -1.679
C -7.172 -5.605 0.235
O -5.754 -5.452 0.324
P -5.171 -4.372 1.369
O -5.502 -2.975 1.106
O -3.589 -4.804 1.505
C -2.921 -4.714 0.284
O -5.917 -4.940 2.751
C -5.613 -4.378 4.000
H -7.568 -4.611 0.028
H -7.662 -6.083 1.082
H -7.409 -6.234 -0.623
H -2.034 -4.116 0.495
H -3.435 -4.229 -0.545
H -2.615 -5.731 0.038
H -6.487 -4.250 4.640
H -5.061 -3.447 3.875
H -4.958 -5.008 4.601
C 5.277 1.538 1.002
O 5.745 2.032 2.246
P 7.196 1.822 2.957
O 8.243 2.428 2.122
O 6.864 2.354 4.485
C 7.543 1.919 5.633
O 7.316 0.208 3.272
C 8.667 -0.403 3.182
H 6.150 1.172 0.461
H 4.854 2.207 0.252
H 4.475 0.813 1.138
H 8.559 2.154 5.317
H 7.444 0.846 5.797
H 7.472 2.374 6.620
H 9.065 -0.232 4.182
H 9.301 0.032 2.408
H 8.544 -1.466 2.977
C 4.398 0.192 -2.361
O 4.440 1.578 -2.576
P 2.950 2.321 -2.639
O 1.998 1.983 -1.536
O 3.312 3.881 -2.659
C 3.551 4.750 -1.543
O 2.409 1.903 -4.158
C 1.221 2.578 -4.617
H 4.614 -0.295 -3.312
H 3.530 -0.333 -1.960
H 5.283 -0.014 -1.759
H 4.208 5.454 -2.054
H 4.002 4.281 -0.668
H 2.715 5.433 -1.395
H 0.777 3.296 -3.928
H 0.508 1.785 -4.840
H 1.474 3.101 -5.539
C -2.189 1.541 -0.946
O -1.907 0.883 0.280
P -1.110 -0.518 0.305
O -1.450 -1.511 -0.751
O 0.407 -0.002 0.117
C 0.916 0.964 0.941
O -1.287 -1.066 1.867
C -0.652 -2.337 2.198
H -1.318 1.441 -1.593
H -2.491 2.585 -0.858
H -3.092 1.008 -1.242
H 0.969 0.744 2.008
H 0.502 1.972 0.922
H 1.953 1.037 0.614
H -0.328 -2.225 3.233
H 0.117 -2.703 1.518
H -1.418 -3.113 2.180
C -1.297 -0.777 -3.973
O -0.999 0.000 -5.117
P -0.111 -0.699 -6.364
O 0.300 0.296 -7.458
O 0.970 -1.618 -5.635
C 2.315 -1.039 -5.418
O -1.131 -1.842 -6.898
C -2.056 -1.473 -7.899
H -0.993 -1.813 -4.126
H -2.352 -0.776 -3.697
H -0.741 -0.254 -3.194
H 2.479 0.015 -5.645
H 3.078 -1.645 -5.907
H 2.503 -1.290 -4.374
H -2.480 -0.471 -7.832
H -2.861 -2.196 -7.772
H -1.590 -1.706 -8.856
C 3.384 -0.105 6.721
C 3.300 0.261 5.247
O 4.199 -0.628 4.548
C 3.674 -1.650 3.760
O 2.459 -1.642 3.386
C 4.653 -2.789 3.447
F 5.664 -2.092 3.024
F 4.814 -3.454 4.584
F 4.212 -3.569 2.428
H 2.979 -1.117 6.753
H 2.785 0.525 7.378
H 4.389 -0.166 7.139
H 3.608 1.297 5.103
H 2.233 0.190 5.037
```

The largest force on an atom comes out at 6.95 eV/Å. As for the expectation value of S²: 0.75. As for the charge: -1. For the HOMO energy (alpha / beta), the calculation gives -0.7 / -4.2 eV. Its lowest unoccupied orbital energy (alpha / beta) is 0.9322 / 0.9323 eV. The spin multiplicity is 2. The value obtained for the total energy is -5641.09194 a.u. As for the orbital gap (alpha / beta): 1.6648 / 5.0836 eV.